A 13-piece molecular cluster, C52H104O39 overall in a non-equilibrium geometry. Source: OMol25; level of theory: wB97M-V/def2-TZVPD.

```
195
Properties=species:S:1:pos:R:3:forces:R:3
O 1.69481 -2.34897 -1.70013 -0.14 0.28 0.62
O 8.13412 3.11366 -1.54010 0.32 0.11 -0.10
O 2.63656 4.70205 1.05232 0.60 0.04 0.27
O 5.89666 1.56939 0.81245 -0.08 -0.01 -1.11
O -0.16103 0.59062 -0.88327 0.03 -0.29 -0.40
O -1.48246 0.44633 3.33734 0.63 -0.62 -0.72
O 9.99284 1.80587 -1.50204 0.16 -0.34 -0.11
O -4.34145 -4.97587 3.91283 -0.20 0.49 0.07
O 4.07537 6.31937 -5.06618 0.01 -0.07 0.08
O 5.07011 5.13976 -3.55561 0.06 0.40 -0.38
O 0.94175 1.36987 0.90750 0.15 0.36 0.53
O -7.50361 -5.25325 -3.53609 0.25 -0.33 0.23
O 1.07734 4.00781 2.51895 -0.23 0.10 0.24
O 3.22104 -2.10964 3.69309 0.86 -0.10 -0.08
O -6.17492 -3.84842 -4.46841 0.27 -0.98 -0.07
O -3.23239 5.46134 0.77555 0.54 0.45 -0.27
O -8.13651 -4.01964 0.39004 -0.33 0.36 -0.32
O -5.14576 6.34272 0.35281 -0.03 0.31 -0.26
O 1.91799 1.03381 -1.10289 0.39 0.65 -0.79
O 1.18899 -2.51364 2.84172 -0.48 -1.33 -0.02
O -3.17567 -3.38463 3.06813 -0.70 0.13 -0.09
O 3.27544 4.15770 3.04094 0.12 0.24 -0.02
O 2.15106 0.54857 -4.26614 0.06 0.13 1.15
O 2.97753 4.55132 -4.13263 -0.44 0.20 -0.20
O 2.11526 1.11460 -6.44557 -0.23 0.42 -0.06
O 6.49414 2.92325 2.48812 0.59 1.07 0.08
O -0.10235 -3.53313 -1.68045 -0.54 0.52 0.17
O -2.20226 -5.39453 3.30609 0.31 -0.48 0.03
O -7.31670 -6.00737 1.02625 0.19 -0.34 0.06
O 6.86563 0.82262 2.68550 0.67 -0.18 0.18
O -5.97952 -4.32800 0.96405 0.73 -0.17 -0.50
O 1.69274 -3.40370 4.73342 -0.26 -0.51 -0.42
O -2.64026 2.33461 3.64800 0.19 0.73 -0.58
O 3.93250 1.35337 -5.13986 0.92 -0.09 0.77
O 8.23272 1.08889 -2.52245 0.79 0.11 0.09
O 1.62664 -4.20741 -2.95392 0.27 -0.37 -0.51
O -7.29458 -3.17890 -2.63571 0.40 -0.43 0.26
O -5.06566 4.56783 1.73160 -0.17 -0.12 0.46
O -3.39437 0.59737 2.41405 0.02 -0.50 -0.69
C 3.15645 8.07725 -6.40828 -0.44 0.85 -0.12
C 2.34562 -2.33554 6.78998 -0.31 0.43 -0.19
C 3.21180 1.48881 -0.65568 -0.59 0.17 0.94
C 1.63051 4.90692 0.08525 -0.84 -0.04 -0.62
C -2.29363 -4.49657 -1.53234 -0.03 -0.52 0.62
C 0.90823 1.06164 -0.25203 -0.19 -0.72 0.18
C 5.77927 -1.31915 2.24479 0.68 0.39 0.15
C -8.67805 -7.08944 -2.48507 0.55 0.39 0.45
C 2.21527 4.26787 2.24846 -0.18 -0.19 -0.42
C -5.29535 -7.17419 3.76112 -0.03 0.09 -0.30
C -7.21973 -4.72088 0.70987 -0.12 0.53 1.11
C 2.86844 6.83126 -5.63368 -0.98 -0.64 -0.44
C 0.76829 0.18881 -4.29388 -0.68 -0.39 -1.57
C -4.51401 -6.19950 4.61422 0.15 -0.83 0.27
C 8.74642 2.11505 -1.82936 -0.64 -0.28 0.04
C 3.92859 5.27145 -4.25956 0.80 -0.13 0.64
C -2.37078 4.57433 1.50293 -0.10 0.08 0.39
C 6.31391 4.08369 1.64095 -0.61 0.05 0.40
C 3.32333 2.08243 4.28194 -0.17 -0.69 -0.13
C -4.81446 1.44901 0.66872 -0.47 0.09 0.53
C 10.72190 2.75338 -0.71961 0.52 0.65 -0.35
C -1.96081 -2.77799 2.70761 1.11 0.95 -0.91
C -4.68501 1.16416 2.16011 0.13 0.85 -0.94
C -2.18447 -0.55173 -1.09576 0.58 -0.10 0.28
C 7.02850 -0.46803 2.07945 0.27 -0.43 -0.53
C 10.20332 2.91713 0.67755 -0.01 1.28 0.26
C -8.50159 -7.86588 1.85930 -0.34 -0.35 0.15
C 2.16332 -2.66590 3.73495 -0.81 0.86 0.00
C -4.52707 5.39732 1.04981 0.09 -0.63 -0.50
C -6.56646 6.39589 0.47313 -0.73 0.08 0.43
C 0.57910 -1.13988 -5.00752 0.39 -0.24 -0.01
C -3.15048 -4.67361 3.41307 0.23 0.29 0.12
C 6.91882 1.27149 -2.99342 -1.32 0.51 0.42
C 1.52356 -2.02366 1.55687 0.90 2.08 0.16
C -5.47162 -2.62718 -4.49997 -0.11 0.43 0.18
C 6.39973 1.76865 1.88192 -0.59 -0.65 0.33
C 2.98476 -1.98366 -2.17591 0.37 0.21 -0.37
C -2.48156 1.28338 3.09100 -0.86 -0.69 2.25
C -8.64298 -6.54810 1.12509 0.22 -0.74 0.08
C -6.98342 -4.03793 -3.42278 -0.79 0.97 -0.82
C 4.64859 2.03596 -6.15281 -0.32 0.20 -1.22
C 5.01370 4.25540 -2.46575 -0.93 -1.20 1.35
C -1.27585 0.11675 -0.09488 0.27 0.43 0.03
C -0.44017 0.88529 4.19916 0.25 1.07 -0.11
C -5.70194 -2.92162 0.92823 -0.86 0.35 0.20
C -8.47938 -5.58570 -2.54995 -1.06 0.07 0.59
C 2.66063 1.04998 -5.37594 0.01 -0.62 -0.69
C 1.12557 -3.44088 -2.18484 -0.10 -0.10 -0.19
C 2.52198 -3.52613 5.86362 0.93 -0.22 1.64
C -7.08063 7.52333 -0.38258 0.36 0.73 -0.52
C 3.05132 3.56308 4.31982 0.09 -0.18 0.87
C -1.03181 -4.41885 -2.35081 0.77 -0.50 -0.24
H 9.21782 3.38456 0.67975 -0.23 -0.57 -0.07
H -8.15284 -7.74403 2.88510 0.14 0.20 -0.11
H -6.23213 -6.71597 3.44094 0.01 -0.12 0.08
H 4.34179 1.83125 3.98141 0.06 0.27 0.06
H 2.97821 -1.87500 -3.25961 -0.05 0.00 0.03
H -8.63458 -7.52920 -3.47722 -0.02 -0.16 0.03
H 3.10899 2.21034 0.15784 -0.09 -0.32 0.17
H 0.11468 1.70947 3.73900 -0.08 -0.09 -0.09
H -4.80521 -2.66159 -5.35055 0.01 -0.10 -0.20
H -0.85324 1.27185 5.13189 -0.01 -0.28 0.06
H 3.57527 -3.67963 5.62306 -0.06 0.31 -0.50
H -6.55912 8.47095 -0.21523 0.02 -0.16 0.44
H 6.61555 0.35930 -3.49259 0.18 0.01 -0.23
H 0.84553 -2.36625 0.78647 -0.09 -0.46 0.19
H 4.50916 3.10451 -5.99762 0.08 0.04 -0.19
H 0.23585 0.95217 -4.86437 -0.04 0.13 0.23
H 2.09964 5.06495 -0.88251 0.30 0.04 0.13
H 2.85488 -1.46044 6.38330 -0.02 0.01 0.06
H 3.59133 8.87235 -5.80136 0.33 -0.21 0.00
H -4.73890 -7.42569 2.85603 0.06 0.11 0.03
H 0.34225 0.09909 -3.30045 0.63 0.38 0.34
H -2.15353 -1.82111 2.21808 -0.66 0.00 0.35
H -1.20032 -4.06081 -3.36993 -0.02 0.19 0.12
H 3.72443 0.59704 -0.30733 0.47 0.27 -0.01
H -4.10268 2.21514 0.37035 0.15 -0.15 -0.19
H -4.72624 0.53355 0.08765 0.14 0.08 -0.16
H 2.68744 -2.49910 7.81088 0.25 -0.24 -0.11
H -6.84292 6.54197 1.52170 0.20 0.10 -0.03
H -0.48121 -1.37360 -5.05824 -0.12 -0.20 0.20
H -2.71035 -5.50601 -1.52449 -0.10 0.06 -0.53
H -1.33747 -2.53810 3.56570 -0.01 -0.38 0.13
H -6.18108 -1.80710 -4.60367 0.16 0.14 0.09
H -8.13781 7.71174 -0.20021 -0.03 -0.20 -0.03
H -3.56316 -6.64161 4.91979 0.15 0.26 -0.27
H -6.91760 7.35694 -1.45063 -0.20 -0.37 0.08
H 2.05428 3.78354 4.70235 -0.14 -0.05 -0.42
H 6.96791 4.85068 2.04445 0.11 -0.04 -0.05
H 0.94970 -1.15959 -6.03158 0.02 0.37 0.00
H 5.95867 4.18623 -1.93694 0.30 0.29 -0.49
H 4.28862 1.73203 -7.13938 -0.33 0.29 0.13
H 2.21456 8.51007 -6.76109 -0.09 -0.24 0.05
H 3.16755 -1.01681 -1.72363 0.05 0.05 -0.07
H 2.66064 1.55265 3.59128 -0.09 0.18 -0.01
H 4.68000 3.24303 -2.70958 0.36 0.09 -0.71
H 1.13631 -1.91729 -4.47952 -0.32 -0.15 0.06
H 10.25519 2.02102 1.28614 -0.10 -0.11 -0.02
H 2.57805 -2.15920 1.31085 -0.12 -0.69 -0.04
H -2.99739 -1.04969 -0.57013 -0.34 0.30 -0.20
H -0.52451 -5.37869 -2.46414 -0.17 -0.05 0.16
H -9.62836 -7.31504 -2.00405 -0.16 0.03 -0.21
H -5.48703 -8.11455 4.27827 -0.09 0.10 0.18
H 4.25362 4.52144 -1.71876 0.09 0.63 -0.20
H -5.03371 -5.94266 5.53697 -0.21 0.06 -0.11
H 0.24355 0.05554 4.34519 -0.21 -0.20 0.05
H 0.97507 4.03913 -0.01055 0.06 -0.02 0.21
H 3.73769 7.90098 -7.31104 0.30 -0.10 0.19
H -5.80792 1.87796 0.51655 0.01 -0.08 -0.15
H 2.39773 6.09780 -6.29802 0.39 -0.18 0.00
H -9.01141 -6.71270 0.11305 -0.23 0.16 0.13
H -5.44599 0.44202 2.44387 0.18 -0.10 0.38
H -9.31452 -5.90370 1.68898 0.14 0.37 -0.23
H 4.87750 -0.73203 2.09168 0.00 0.04 -0.08
H -4.88607 -2.51828 -3.59287 0.04 0.22 0.16
H 5.78328 -1.68113 3.26934 -0.37 -0.32 -0.09
H -6.02036 -2.42770 0.00825 0.06 -0.41 -0.19
H -2.60051 3.54106 1.26151 -0.13 -0.03 0.19
H -6.28182 -2.45933 1.73151 0.24 0.07 0.05
H -1.70924 0.99056 0.39142 -0.22 -0.14 0.03
H -2.06389 -4.37265 -0.46982 0.04 0.45 -0.12
H -9.43626 -5.10124 -2.77186 0.20 0.12 -0.40
H -4.78735 2.11334 2.68254 -0.05 -0.17 0.33
H -2.48577 4.78144 2.56448 -0.06 -0.40 0.04
H 5.27785 4.40962 1.74586 0.11 0.00 -0.16
H -1.37376 -3.29916 1.94654 -0.13 -0.67 0.43
H 5.70913 1.79610 -6.20591 -0.02 -0.23 0.92
H 2.26989 -4.43745 6.40684 -0.60 -0.04 -0.36
H -4.64202 -2.79763 1.10604 0.06 -0.14 0.03
H 7.90798 -0.91429 2.54783 -0.26 0.04 0.44
H -3.05220 -3.79030 -1.85807 -0.03 0.08 0.16
H 10.77452 3.70334 -1.26217 -0.52 0.05 0.14
H 3.15918 1.64716 5.27145 0.02 0.09 0.00
H -2.46695 0.20335 -1.82702 -0.53 -0.22 -0.04
H -8.20401 -5.16918 -1.58291 0.19 -0.07 -0.12
H 3.78970 -2.67064 -1.91205 -0.33 -0.27 0.20
H 11.76678 2.44273 -0.72719 -0.18 -0.59 0.05
H 6.79609 2.16156 -3.61484 0.40 -0.22 -0.32
H 10.79499 3.71550 1.14337 0.29 -0.38 0.12
H 3.72651 2.03729 -1.43341 -0.12 -0.52 -0.51
H 6.21637 1.45537 -2.17166 0.25 -0.25 0.17
H 1.28047 -2.10173 6.86786 0.02 -0.01 -0.05
H 3.72774 4.03996 5.03081 0.23 0.15 -0.34
H 6.53563 3.85908 0.60109 0.13 -0.08 0.05
H 5.80475 -2.12707 1.51482 -0.08 -0.21 0.20
H -7.05588 5.46013 0.18828 0.44 -0.12 -0.13
H -7.83235 -8.55779 1.34932 0.04 0.07 -0.06
H 1.46093 -0.92887 1.63151 -0.29 -0.09 -0.27
H -1.61306 -1.33513 -1.59594 0.02 0.01 -0.08
H 1.01694 5.77885 0.31644 0.05 -0.01 0.15
H -0.93580 -0.57086 0.68072 0.16 0.08 -0.04
H -9.47827 -8.35100 1.95077 0.02 0.07 -0.20
H 2.11430 6.94940 -4.85189 0.27 0.36 0.19
H -7.91260 -7.49680 -1.82014 0.13 -0.33 -0.38
H -1.33416 4.76672 1.24147 -0.13 0.28 -0.31
H 7.34968 -0.38181 1.03774 -0.45 0.41 -0.04
```
Positions in Å, forces in eV/Å.

Its lowest unoccupied orbital energy is 0.6 eV. As for the calculated total energy: -135465.355 eV. The value obtained for the energy above the lowest of the compared OMol25 structures with the same formula, charge and spin is 0.0 kJ/mol. The calculation puts the HOMO energy at -0.3889 Eh.

Atom charges from the Löwdin analysis, given in e for atoms 1 to 99: -0.011, 0.113, -0.010, 0.117, 0.022, -0.015, 0.051, 0.039, 0.048, 0.020, 0.125, 0.057, 0.131, 0.130, 0.000, 0.014, 0.131, 0.045, 0.001, -0.002, 0.000, 0.032, 0.035, 0.137, 0.129, 0.016, 0.009, 0.143, 0.023, 0.040, 0.010, 0.053, 0.136, -0.002, 0.016, 0.143, 0.132, 0.129, 0.016, -0.070, -0.060, 0.003, -0.044, -0.052, -0.621, -0.059, -0.059, -0.600, -0.057, -0.630, -0.230, -0.183, -0.214, -0.585, -0.604, -0.011, 0.003, -0.045, -0.056, -0.214, -0.052, -0.181, -0.040, -0.208, -0.059, -0.063, -0.598, -0.613, -0.227, -0.045, -0.601, -0.052, -0.017, -0.047, -0.649, -0.016, -0.611, -0.199, -0.596, -0.035, -0.061, -0.185, -0.019, -0.018, -0.211, -0.611, -0.637, -0.230, -0.074, -0.200, -0.192, 0.063, 0.064, 0.056, 0.071, 0.089, 0.081, 0.088, 0.081